A 11-piece molecular cluster, C50H75F5N13O6P overall at a distorted geometry, computed with the ωB97M-V functional and the def2-TZVPD basis.

Properties
SMILES: COCCCCCCC[C@](CCCCn1cccc1)(O[C@@H](CCC(N)=O)P(=O)(O)O)[C@H](N)C(F)(F)c1cccc(C(F)(F)F)c1.CC#N.CC#N.CC#N.CC#N.CC#N.CC#N.CC#N.CC#N.CC#N.CC#N
Frontier orbital gap, eV: 7.85
LUMO energy, eV: -0.01
HOMO, eV: -7.857
Spin multiplicity: 1
DFT total energy, Ha: -3954.11486

Last column: Mulliken charge in e.
CARTESIAN COORDINATES (ANGSTROEM)
C -1.55 0.12 1.34  -1.0551
O -1.32 -1.02 0.54  0.3638
C -1.14 -2.19 1.33  -0.3277
C -2.10 -3.35 0.99  -0.8115
C -3.05 -3.07 -0.19  -1.1138
C -2.30 -2.94 -1.54  1.7081
C -3.05 -3.65 -2.68  -1.8344
C -3.16 -2.91 -4.04  -0.4379
C -2.20 -1.73 -4.27  -1.3564
C -2.76 -0.32 -3.83  1.0307
C -1.72 0.57 -3.08  -0.2199
C -0.27 0.13 -2.94  -1.0053
C 0.67 1.28 -2.50  0.0417
C 2.07 0.72 -2.14  -1.1515
N 2.50 0.96 -0.77  0.4865
C 1.81 1.22 0.36  0.1112
C 2.71 1.35 1.40  -0.9469
C 3.97 1.15 0.80  -0.3550
C 3.85 0.92 -0.53  -0.7476
O -3.82 -0.64 -2.92  -0.2971
C -4.88 0.22 -2.64  -0.2917
C -4.62 1.72 -2.37  -0.6800
C -4.21 1.98 -0.89  -0.4542
C -5.37 2.06 0.12  0.1563
N -6.70 1.60 -0.17  -0.5908
O -5.12 2.53 1.21  -0.4854
P -6.41 0.15 -3.74  0.7910
O -7.53 0.52 -2.85  -0.8690
O -6.39 1.22 -4.96  -0.5416
O -6.71 -1.35 -4.27  -0.5284
C -3.21 0.36 -5.14  0.6079
N -4.04 -0.54 -5.96  -0.5344
C -2.07 0.92 -6.06  1.4052
F -2.40 0.64 -7.37  -0.3811
F -0.85 0.40 -5.88  -0.3620
C -2.06 2.45 -6.03  -0.0150
C -3.11 3.10 -6.64  -1.2857
C -3.17 4.46 -6.61  -0.8415
C -2.21 5.22 -5.97  -0.7823
C -1.16 4.57 -5.40  0.3312
C -0.07 5.31 -4.66  0.8689
F 1.14 5.10 -5.16  -0.2605
F -0.35 6.61 -4.56  -0.2971
F -0.03 4.84 -3.39  -0.2356
C -1.08 3.20 -5.43  -0.1018
H -0.59 0.39 1.79  0.1698
H -2.32 -0.02 2.11  0.4947
H -1.80 0.93 0.65  0.1655
H -0.11 -2.55 1.27  -0.2375
H -1.30 -1.91 2.38  0.4876
H -2.72 -3.51 1.88  0.3646
H -1.56 -4.28 0.82  0.3993
H -3.76 -3.91 -0.21  0.4953
H -3.65 -2.17 -0.01  -0.0313
H -2.08 -1.89 -1.68  -0.8000
H -1.34 -3.45 -1.38  0.2615
H -4.07 -3.85 -2.33  0.5073
H -2.61 -4.64 -2.82  0.1564
H -2.89 -3.65 -4.80  0.5789
H -4.22 -2.70 -4.22  0.1468
H -1.97 -1.73 -5.33  0.8835
H -1.27 -2.00 -3.77  0.4582
H -2.10 0.75 -2.07  -0.6270
H -1.74 1.57 -3.54  -0.0871
H 0.19 -0.36 -3.80  0.8593
H -0.22 -0.60 -2.12  0.3148
H 0.81 2.02 -3.29  -0.5379
H 0.19 1.79 -1.66  0.6354
H 2.80 1.23 -2.77  0.5200
H 2.09 -0.33 -2.43  0.3176
H 0.74 1.31 0.32  0.1214
H 2.45 1.57 2.42  0.5868
H 4.93 1.18 1.32  0.3003
H 4.59 0.74 -1.29  0.3884
H -5.31 -0.15 -1.70  0.9509
H -5.52 2.31 -2.55  1.5372
H -3.83 2.17 -2.98  -0.3260
H -3.52 1.21 -0.52  -0.5564
H -3.68 2.93 -0.86  0.6056
H -6.73 0.61 -0.38  0.3457
H -7.16 2.14 -0.88  0.3253
H -5.91 2.02 -4.72  0.3806
H -6.76 -1.34 -5.24  0.3876
H -3.84 1.23 -4.93  -0.3053
H -4.70 -0.03 -6.52  0.3530
H -4.51 -1.24 -5.41  0.0952
H -3.88 2.54 -7.14  0.5962
H -4.00 4.96 -7.09  0.4204
H -2.27 6.29 -5.92  0.5523
H -0.22 2.75 -4.96  0.5051
C -1.75 -5.86 4.79  -0.9827
C -0.87 -5.27 3.78  0.4829
N -0.19 -4.81 2.97  -0.3565
H -1.15 -6.43 5.50  0.3248
H -2.28 -5.07 5.32  0.2808
H -2.47 -6.52 4.32  0.2868
C 8.40 0.65 1.50  -1.0075
C 7.19 0.32 2.25  0.5760
N 6.23 0.07 2.83  -0.4582
H 9.27 0.24 2.01  0.3488
H 8.35 0.22 0.50  0.2933
H 8.51 1.73 1.41  0.2951
C 0.61 2.20 -8.66  -0.1709
C 1.82 2.23 -9.48  0.0634
N 2.78 2.26 -10.12  -0.3862
H 0.54 1.25 -8.13  0.1159
H 0.62 3.02 -7.94  0.0815
H -0.27 2.32 -9.30  0.3263
C 3.96 -5.54 3.99  -0.6845
C 2.74 -5.95 4.68  0.4456
N 1.79 -6.27 5.23  -0.4251
H 4.84 -5.90 4.53  0.3298
H 3.97 -5.95 2.98  0.3277
H 4.01 -4.45 3.93  0.0089
C 6.72 1.01 6.10  -0.0608
C 6.28 0.23 7.26  0.3698
N 5.93 -0.38 8.17  -0.5566
H 7.80 1.15 6.14  0.1435
H 6.45 0.49 5.19  -0.2177
H 6.24 1.99 6.11  0.3310
C -1.76 1.42 5.51  -0.7468
C -0.57 1.45 4.66  0.5187
N 0.37 1.47 3.99  -0.4605
H -1.79 0.49 6.07  0.3365
H -1.73 2.25 6.20  0.0041
H -2.65 1.50 4.89  0.2865
C -2.23 3.97 9.19  -0.8184
C -2.28 2.60 8.67  0.4536
N -2.32 1.53 8.25  -0.4338
H -1.29 4.13 9.72  0.2702
H -2.31 4.68 8.38  0.2869
H -3.05 4.13 9.89  0.2899
C 4.44 -2.69 6.52  -0.7615
C 5.67 -2.62 5.74  0.3690
N 6.65 -2.57 5.12  -0.4607
H 4.40 -3.62 7.08  0.2859
H 4.41 -1.86 7.22  0.3283
H 3.57 -2.63 5.86  0.2379
C 9.91 1.48 9.09  -0.7215
C 9.76 2.34 7.91  0.3716
N 9.65 3.01 6.99  -0.4046
H 10.73 0.79 8.94  0.2593
H 10.10 2.09 9.97  0.2806
H 8.99 0.91 9.24  0.2392
C 3.04 -3.09 0.79  -0.4795
C 1.98 -3.54 -0.11  0.4838
N 1.13 -3.89 -0.81  -0.4665
H 2.70 -3.17 1.82  0.1038
H 3.93 -3.71 0.65  0.3676
H 3.30 -2.05 0.58  -0.0089